Run P
Molecular formula: C6H13N3
Method: DFT, ωB97M-V with the def2-TZVPD basis set

```
! RIJCOSX wB97M-V def2-TZVPD def2/J DEFGRID3
* xyz 0 1
C 1.5459 1.1657 2.3608
C -1.4225 -0.0613 1.3682
C -0.3114 0.7038 0.7222
C 1.0741 0.3615 1.1799
N 1.7183 -0.5128 0.5459
N -0.5735 1.6064 -0.1143
H 2.6672 -0.6855 0.8783
H 0.2382 2.0860 -0.5010
H 2.5987 0.9779 2.5656
H 1.3966 2.2279 2.1727
H -1.2102 -1.1265 1.3574
H -2.3558 0.1475 0.8502
H -1.5159 0.2499 2.4101
H 0.9579 0.8975 3.2397
C -1.1544 -0.3149 -2.7512
C -0.3364 -1.3056 -2.0029
N 0.2851 -2.2159 -2.6004
H 0.8208 -2.8377 -1.9989
H -0.3261 -1.1654 -0.9164
H -0.9986 -0.4266 -3.8173
H -2.2082 -0.4646 -2.5178
H -0.8897 0.6928 -2.4309
*
```

Results
HOMO-LUMO gap = 10.01 eV
Lowest unoccupied orbital energy = 0.0270 Ha

Run Q
Molecular formula: C6H13N3
Method: DFT, ωB97M-V with the def2-TZVPD basis set

```
! RIJCOSX wB97M-V def2-TZVPD def2/J DEFGRID3
* xyz 0 1
C -1.4950 1.0072 1.0358
C -0.9112 0.3315 -0.2431
C -1.8676 -0.7014 -0.6781
C 0.0454 -0.7786 -0.1227
C 1.3324 -0.2675 0.6100
C 1.1888 1.1976 -0.1360
H -1.7961 0.3527 1.9678
H -0.8904 1.6965 1.5600
H -2.2009 1.8243 0.5954
H -1.8964 -0.8749 -1.6842
H -2.8465 -0.5046 -0.2607
H -1.1219 -2.7091 0.1662
H 0.1509 -1.1110 -1.1186
H 1.1574 -0.3198 1.8174
H 2.8319 -1.4810 0.6535
H 2.1135 -1.0565 -1.0468
H 1.2844 1.9285 0.7480
H 2.2038 1.3674 -0.7593
H -0.4262 2.3019 -0.8853
N -1.0441 -1.6516 0.2776
N 2.7581 -0.6394 -0.0269
N -0.0454 1.4128 -0.9005
*
```

Results
HOMO-LUMO gap = 9.61 eV
Lowest unoccupied orbital energy = 0.0340 Ha

Relative energies in eV: run P 0.000; run Q 5.286

Run P
Molecular formula: CH3I2P
Method: DFT, ωB97M-V with the def2-TZVPD basis set

```
! RIJCOSX wB97M-V def2-TZVPD def2/J DEFGRID3
* xyz 0 1
C -0.5987 -0.2710 -0.0403
P 0.4868 0.7944 -1.0117
I -0.0734 2.9792 -0.0462
I 2.6789 -2.0274 0.4595
H -0.6348 -1.2768 -0.3224
H -1.6280 0.1079 -0.1063
H -0.2308 -0.3063 1.0675
*
```

Results
HOMO-LUMO gap (alpha / beta) = 5.13 / 8.14 eV
Lowest unoccupied orbital energy (alpha / beta) = -0.1197 / -0.0583 Ha

Run Q
Molecular formula: CH3I2P
Method: DFT, ωB97M-V with the def2-TZVPD basis set

```
! RIJCOSX wB97M-V def2-TZVPD def2/J DEFGRID3
* xyz 0 1
C -0.1991 0.2093 0.5953
P -0.4411 0.0570 -1.2129
I 1.1125 1.9071 0.5773
I 0.5903 -1.4362 1.8468
H -1.3251 0.5300 1.0752
H -0.6242 -1.1918 -1.2068
H 0.8867 -0.0753 -1.6748
*
```

Results
HOMO-LUMO gap = 8.77 eV
Lowest unoccupied orbital energy = -0.0213 Ha

Relative energies in eV: run P 0.000; run Q 0.548

Run P
Molecular formula: C21H30N2O6
Method: DFT, ωB97M-V with the def2-TZVPD basis set

```
! RIJCOSX wB97M-V def2-TZVPD def2/J DEFGRID3
* xyz 0 1
C 6.8867 1.9424 -0.9724
C 6.4148 1.8852 0.4723
H 5.7996 2.7522 0.7231
H 7.2703 1.8222 1.1529
O 5.5682 0.7543 0.6888
C 6.1629 -0.4145 0.9397
O 7.3458 -0.5610 1.0923
C 5.1451 -1.5424 1.0317
N 3.7731 -1.1105 0.9270
C 3.2313 -1.0340 -0.3448
O 3.7709 -1.5644 -1.2970
N 2.0587 -0.3397 -0.4646
C 1.1499 -0.0142 0.6091
H 1.6710 0.0622 1.5629
C 0.0423 -1.0682 0.7160
H -0.6255 -0.8027 1.5345
H 0.5014 -2.0343 0.9388
C -0.7309 -1.1844 -0.6043
C -1.5170 0.0917 -0.9164
O -1.7688 0.4717 -2.0283
O -1.8837 0.7409 0.1940
C -2.6319 1.9451 0.0221
C -1.7110 3.1429 -0.1609
H -1.0319 3.2330 0.6842
H -2.3050 4.0491 -0.2347
H -1.1312 3.0292 -1.0739
H -3.2352 2.0422 0.9275
H -3.2867 1.8326 -0.8467
C 0.2680 -1.4342 -1.7451
H -0.2565 -1.3954 -2.6997
C 1.3825 -0.3883 -1.7470
H 2.1259 -0.6348 -2.5056
H 0.9667 0.6017 -1.9567
H 0.7106 -2.4244 -1.6249
C -1.7355 -2.3563 -0.5573
C -2.9748 -2.0771 0.2879
O -3.8222 -1.2496 -0.4791
C -4.8916 -0.6497 0.1107
C -5.6236 0.2125 -0.7083
C -6.7179 0.8862 -0.2095
C -7.1039 0.7122 1.1113
C -6.3876 -0.1492 1.9200
C -5.2860 -0.8334 1.4306
H -4.7528 -1.5081 2.0824
H -6.6849 -0.2991 2.9477
H -7.9598 1.2406 1.5026
H -7.2745 1.5510 -0.8531
H -5.3078 0.3311 -1.7331
H -3.4889 -3.0201 0.5232
H -2.7001 -1.5823 1.2273
H -1.2263 -3.2410 -0.1722
H -2.0752 -2.5653 -1.5732
H 0.7060 0.9624 0.3870
H 3.5285 -0.3730 1.5692
H 5.3367 -2.2226 0.1944
H 5.3030 -2.0853 1.9679
H 7.5126 1.0809 -1.1914
H 7.4633 2.8487 -1.1335
H 6.0328 1.9353 -1.6455
*
```

Results
HOMO-LUMO gap = 9.26 eV
Lowest unoccupied orbital energy = 0.0207 Ha

Run Q
Molecular formula: C21H30N2O6
Method: DFT, ωB97M-V with the def2-TZVPD basis set

```
! RIJCOSX wB97M-V def2-TZVPD def2/J DEFGRID3
* xyz 0 1
C -0.8855 -3.4872 -0.2619
H -1.0557 -2.4474 -0.5290
H -0.6936 -4.0546 -1.1704
H -1.7965 -3.8703 0.1928
C 0.2837 -3.6273 0.7108
C 0.3730 -5.0653 1.2182
H -0.5497 -5.3529 1.7165
H 0.5431 -5.7495 0.3894
H 1.1913 -5.1723 1.9260
H 0.1067 -2.9681 1.5679
C 1.6181 -3.2337 0.0670
H 1.8172 -3.8823 -0.7894
H 2.4159 -3.3871 0.7964
C 1.6611 -1.7775 -0.3978
C 1.3342 -0.8187 0.7349
O 1.9981 -0.7978 1.7624
N 0.3114 0.0185 0.5025
H -0.0676 0.0882 -0.4301
C 0.0298 1.1316 1.3862
C 0.8683 2.3373 1.0024
C 1.8535 2.8094 1.8571
C 2.6527 3.8738 1.4771
C 2.4736 4.4721 0.2420
C 1.4918 4.0020 -0.6146
C 0.6917 2.9378 -0.2381
H -0.0660 2.5697 -0.9136
H 1.3486 4.4643 -1.5804
H 3.1004 5.2987 -0.0557
H 3.4203 4.2328 2.1458
H 1.9999 2.3355 2.8159
C -1.4407 1.5267 1.3284
O -2.0130 2.1016 2.2142
O -1.9821 1.2016 0.1576
C -3.3586 1.5489 -0.0563
C -4.2876 0.4433 0.4796
C -5.2051 0.0815 -0.6889
H -6.0652 0.7521 -0.7116
C -4.3290 0.3230 -1.9146
H -3.6062 -0.4870 -2.0198
H -4.9027 0.3990 -2.8362
C -3.6104 1.6258 -1.5679
H -4.2523 2.4791 -1.7858
H -2.6745 1.7488 -2.1100
H -5.5678 -0.9426 -0.6241
H -3.6752 -0.4169 0.7555
H -4.8345 0.7677 1.3622
H -3.5354 2.5053 0.4454
H 0.2780 0.8238 2.4071
H 0.9899 -1.6177 -1.2428
C 3.0831 -1.3642 -0.8440
O 4.0439 -1.5394 0.1562
H 3.6095 -1.3214 1.0076
C 3.0108 0.0971 -1.3071
O 2.0596 0.5845 -1.9044
N 4.0873 0.8120 -0.9907
H 4.8749 0.4658 -0.4652
O 4.1542 2.1611 -1.3314
H 3.2836 2.3365 -1.7421
H 3.3955 -1.9758 -1.7011
*
```

Results
HOMO-LUMO gap = 9.84 eV
Lowest unoccupied orbital energy = 0.0243 Ha

Relative energies in eV: run P 0.000; run Q 0.977

Run P
Molecular formula: CH5N2S
Method: DFT, ωB97M-V with the def2-TZVPD basis set

```
! RIJCOSX wB97M-V def2-TZVPD def2/J DEFGRID3
* xyz 1 1
C 0.2344 0.2289 -0.2939
N 1.5217 0.1083 -0.1917
N -0.7068 -0.6742 0.0273
S -2.3751 -0.1387 -0.0022
H -0.0815 1.0683 -0.8020
H 2.1936 0.7768 -0.5940
H 1.8330 -0.5849 0.3914
H -0.4118 -1.5448 0.4278
H -2.2076 0.7603 1.0373
*
```

Results
HOMO-LUMO gap = 10.35 eV
Lowest unoccupied orbital energy = -0.1599 Ha

Run Q
Molecular formula: CH5N2S
Method: DFT, ωB97M-V with the def2-TZVPD basis set

```
! RIJCOSX wB97M-V def2-TZVPD def2/J DEFGRID3
* xyz 1 1
C 1.8201 0.1531 0.1355
N 2.7393 0.9728 0.4290
N -1.0030 -0.5220 0.0082
S 3.4160 -0.5126 -0.2851
H 0.7447 -0.0770 0.1607
H 2.9582 1.7239 1.0174
H -1.3254 -1.2315 -0.7002
H -1.5000 0.2725 0.0883
H -0.8789 -1.0873 0.8870
*
```

Results
HOMO-LUMO gap = 9.00 eV
Lowest unoccupied orbital energy = -0.2096 Ha

Run R
Molecular formula: CH5N2S
Method: DFT, ωB97M-V with the def2-TZVPD basis set

```
! RIJCOSX wB97M-V def2-TZVPD def2/J DEFGRID3
* xyz 1 1
C 0.1062 -0.7391 -0.2157
N 0.3958 0.6771 -0.7360
N -0.4632 -1.1994 0.8414
S 0.1104 1.8906 0.4625
H 0.4781 -1.4761 -0.8584
H 0.1719 0.6586 -1.7406
H -0.2784 -2.1593 1.0144
H -1.0549 -0.6017 1.5539
H 0.5341 2.9491 -0.3214
*
```

Results
HOMO-LUMO gap = 8.88 eV
Lowest unoccupied orbital energy = -0.1765 Ha

Relative energies in eV: run P 0.000; run Q 3.143; run R 1.315

Run P
Molecular formula: C5H10NOS
Method: DFT, ωB97M-V with the def2-TZVPD basis set

```
! RIJCOSX wB97M-V def2-TZVPD def2/J DEFGRID3
* xyz 1 1
C 0.7977 -0.2468 -0.0594
C 0.3214 0.9557 0.1139
C -2.0084 -0.3520 0.3566
C 1.7518 -1.2818 -0.3141
C 1.1134 2.2248 -0.1880
N -0.9401 -1.2642 0.7997
O -2.2378 -0.6857 -0.9265
S -1.3227 1.2910 0.6330
H -2.9629 -0.3022 0.9625
H 2.5670 -0.8274 -0.9823
H 1.2402 -2.1209 -0.6950
H 2.3184 -1.4365 0.5476
H 2.1797 2.0101 -0.3817
H 0.8547 2.8298 0.7120
H 0.9590 2.7315 -1.1994
H -0.9727 -2.2093 0.3225
H -0.8282 -1.2862 1.7374
H -2.8306 -0.0300 -1.4387
*
```

Results
HOMO-LUMO gap = 8.69 eV
Lowest unoccupied orbital energy = -0.1704 Ha

Run Q
Molecular formula: C5H10NOS
Method: DFT, ωB97M-V with the def2-TZVPD basis set

```
! RIJCOSX wB97M-V def2-TZVPD def2/J DEFGRID3
* xyz 1 1
C 0.4018 1.9785 -0.3181
C -0.2113 -0.5813 1.6949
C -1.4485 -1.2818 0.9627
C 0.0927 0.5621 -0.6269
C 0.5920 0.1378 -1.9845
N 0.6893 -0.2332 0.4979
O 0.8818 2.2582 0.7353
S -1.8920 -0.1030 -0.3916
H -0.1113 2.6701 -0.9875
H -0.7187 0.1817 2.1826
H 0.4395 -1.1354 2.3855
H -1.0544 -2.1799 0.4066
H -2.2925 -1.5611 1.5120
H -0.0794 -0.4180 -2.5154
H 1.5429 -0.4195 -1.9984
H 0.6156 1.0328 -2.4942
H 1.6791 0.1976 0.8261
H 0.8734 -1.1054 0.1130
*
```

Results
HOMO-LUMO gap = 8.98 eV
Lowest unoccupied orbital energy = -0.1705 Ha

Relative energies in eV: run P 0.645; run Q 0.000

Run P
Molecular formula: C3H8OS
Method: DFT, ωB97M-V with the def2-TZVPD basis set

```
! RIJCOSX wB97M-V def2-TZVPD def2/J DEFGRID3
* xyz -1 2
C -3.1319 -0.7143 -0.3979
S -1.4405 -0.6697 -1.2259
H -3.6490 -0.6185 -1.3431
H -3.0307 -1.7991 -0.0648
H -3.3950 0.1382 0.3830
H -0.3088 -0.5746 -1.7931
O 1.7064 -0.3404 -0.8503
C 2.0884 0.6219 -0.2240
C 2.2612 0.6376 1.3417
H 2.3477 1.5024 -0.8237
H 2.2574 -0.4665 1.4844
H 1.3213 0.9208 1.7160
H 2.9735 1.3621 1.7977
*
```

Results
Expectation value of S² = 0.755
HOMO-LUMO gap (alpha / beta) = 3.91 / 5.82 eV
Lowest unoccupied orbital energy (alpha / beta) = 0.1339 / 0.1331 Ha

Run Q
Molecular formula: C3H8OS
Method: DFT, ωB97M-V with the def2-TZVPD basis set

```
! RIJCOSX wB97M-V def2-TZVPD def2/J DEFGRID3
* xyz -1 2
C -1.9901 1.5370 1.2349
S -0.4546 1.8223 0.2932
H -2.3068 2.4504 1.7458
H -2.7306 1.2240 0.5187
H -1.8272 0.7375 1.9553
H 0.3870 1.5833 1.3417
O 2.0190 -2.3522 -1.2266
C 1.2415 -1.4985 -0.8952
C -0.0121 -1.7074 -0.1926
H 1.4374 -0.4363 -1.1068
H -0.3212 -2.7405 -0.0773
H -0.7881 -1.0704 -0.6315
H 0.1268 -1.2632 0.8050
*
```

Results
Expectation value of S² = 0.751
HOMO-LUMO gap (alpha / beta) = 2.79 / 8.73 eV
Lowest unoccupied orbital energy (alpha / beta) = 0.1361 / 0.1363 Ha

Relative energies in eV: run P 2.768; run Q 0.000